{
  "formula": "HNO2S",
  "method": "ωB97M-V/def2-TZVPD",
  "species": ["N", "O", "O", "S", "H"],
  "positions_angstrom": [[0.74, 0.14, 0.11], [0.92, 1.33, 0.12], [-2.19, -0.11, -0.30], [-0.87, -0.69, 0.02], [1.40, -0.67, 0.05]],
  "homo_ev": [-9.4, -9.4],
  "e_tot_ev": -16432.500,
  "max_force_ev_per_a": 4.834,
  "homo_lumo_gap_ev": [8.22, 9.05]
}

{
  "formula": "HNO2S2",
  "method": "ωB97M-V/def2-TZVPD",
  "species": ["N", "O", "O", "S", "S", "H"],
  "positions_angstrom": [[-1.33, 0.68, 0.09], [-0.64, 1.32, -0.65], [-2.34, 0.87, 0.64], [1.45, -0.42, -0.55], [0.32, -1.77, 0.36], [2.53, -0.69, 0.11]],
  "homo_ev": [-9.2, -9.1],
  "e_tot_ev": -27267.217,
  "max_force_ev_per_a": 1.620,
  "homo_lumo_gap_ev": [7.27, 7.59]
}

{
  "formula": "HNO3S",
  "method": "ωB97M-V/def2-TZVPD",
  "species": ["N", "O", "O", "O", "S", "H"],
  "positions_angstrom": [[0.34, 0.23, -1.06], [1.32, -0.19, -0.52], [0.00, 0.65, -2.11], [-0.43, -0.70, 1.40], [-1.17, 0.04, 0.12], [-0.08, -0.04, 2.17]],
  "s2": 2.01,
  "homo_ev": [-6.3, -10.0],
  "spin_multiplicity": 3,
  "e_tot_ev": -18475.548,
  "max_force_ev_per_a": 5.256,
  "homo_lumo_gap_ev": [5.98, 6.07]
}

{
  "formula": "HNO4S",
  "method": "ωB97M-V/def2-TZVPD",
  "species": ["N", "O", "O", "O", "O", "S", "H"],
  "positions_angstrom": [[2.32, -0.37, 2.50], [3.15, -0.66, 1.77], [2.22, -0.64, -2.85], [0.65, 0.32, 0.12], [1.24, -0.84, -0.42], [2.48, -0.19, -1.43], [-0.28, 0.22, 0.10]],
  "homo_ev": [-7.0, -7.0],
  "e_tot_ev": -20522.653,
  "max_force_ev_per_a": 3.075,
  "homo_lumo_gap_ev": [3.86, 3.79]
}

{
  "formula": "HNO4S",
  "method": "ωB97M-V/def2-TZVPD",
  "species": ["N", "O", "O", "O", "O", "S", "H"],
  "positions_angstrom": [[-0.25, 0.37, -0.06], [0.41, 1.39, -0.18], [-2.24, -1.15, 0.10], [1.78, -0.53, 0.21], [0.45, -0.85, -0.06], [-1.88, 0.21, 0.10], [1.73, 0.56, -0.12]],
  "homo_ev": [-9.4, -9.4],
  "e_tot_ev": -20523.802,
  "max_force_ev_per_a": 3.753,
  "homo_lumo_gap_ev": [8.29, 8.12]
}

{
  "formula": "HNOS2",
  "method": "ωB97M-V/def2-TZVPD",
  "species": ["N", "O", "S", "S", "H"],
  "positions_angstrom": [[1.00, 0.06, 0.44], [1.61, -1.10, -0.09], [2.12, 1.27, -0.12], [3.22, -0.54, -0.01], [-0.35, 0.05, -0.03]],
  "homo_ev": -8.0,
  "e_tot_ev": -25218.323,
  "max_force_ev_per_a": 5.316,
  "homo_lumo_gap_ev": 7.12
}

{
  "formula": "HO2PS",
  "method": "ωB97M-V/def2-TZVPD",
  "species": ["O", "O", "P", "S", "H"],
  "positions_angstrom": [[0.13, 0.99, 0.90], [0.18, -0.13, -1.42], [0.17, 1.22, -0.74], [-0.24, -0.62, 1.19], [-0.24, -1.47, 0.07]],
  "s2": 2.01,
  "homo_ev": [-6.2, -9.8],
  "spin_multiplicity": 3,
  "e_tot_ev": -24230.919,
  "max_force_ev_per_a": 4.737,
  "homo_lumo_gap_ev": [5.16, 5.49]
}

{
  "formula": "HO2S2",
  "method": "ωB97M-V/def2-TZVPD",
  "species": ["O", "O", "S", "S", "H"],
  "positions_angstrom": [[-0.20, 0.39, 1.58], [1.39, -2.04, -0.57], [-1.72, 0.48, -0.85], [-0.05, 0.09, 0.16], [0.58, 1.08, -0.32]],
  "homo_ev": [-4.2, -4.2],
  "e_tot_ev": -25777.051,
  "max_force_ev_per_a": 3.190,
  "homo_lumo_gap_ev": [6.28, 6.29],
  "charge": -1
}